Entry 1:
{"formula": "C24H21F4NO15", "method": "ωB97M-V with the def2-TZVPD basis set", "elements": ["C", "C", "C", "C", "C", "C", "C", "C", "O", "C", "C", "C", "O", "N", "C", "O", "H", "H", "H", "H", "H", "H", "H", "H", "H", "O", "C", "O", "C", "C", "F", "O", "H", "H", "H", "O", "C", "O", "C", "C", "F", "O", "H", "H", "H", "O", "C", "O", "C", "C", "F", "O", "H", "H", "H", "O", "C", "O", "C", "C", "F", "O", "H", "H", "H"], "positions_angstrom": [[2.225, -3.048, 1.470], [1.597, -2.161, 0.946], [0.867, -1.134, 0.208], [-0.366, -0.644, 0.703], [-1.046, 0.359, 0.029], [-0.532, 0.921, -1.183], [0.677, 0.458, -1.705], [1.355, -0.562, -0.995], [2.559, -0.965, -1.514], [3.667, -0.532, -0.669], [3.477, 0.852, -0.004], [-1.504, 2.021, -1.655], [-1.656, 2.499, -2.733], [-2.242, 2.326, -0.434], [-2.361, 1.091, 0.342], [-3.280, 0.753, 1.017], [2.846, -3.566, 2.192], [-0.781, -1.029, 1.641], [1.060, 0.906, -2.627], [3.926, -1.309, 0.072], [4.535, -0.450, -1.354], [4.477, 1.152, 0.377], [2.831, 0.822, 0.897], [3.108, 1.626, -0.702], [-1.549, 2.837, 0.124], [-0.194, -4.316, -1.781], [-0.515, -3.660, -2.712], [-0.092, -2.386, -2.935], [-0.588, -1.998, -4.215], [-1.766, -2.916, -4.391], [-1.958, -3.228, -5.697], [-1.364, -4.080, -3.698], [0.185, -2.161, -4.969], [-0.871, -0.946, -4.224], [-2.699, -2.540, -3.964], [-1.152, 5.167, -8.812], [-1.340, 5.140, -7.644], [-0.622, 4.385, -6.768], [-1.062, 4.734, -5.455], [-2.439, 5.277, -5.715], [-2.762, 6.251, -4.827], [-2.310, 5.856, -7.000], [-0.390, 5.484, -5.034], [-1.073, 3.864, -4.800], [-3.228, 4.522, -5.731], [1.353, 0.042, 3.601], [0.378, 0.528, 4.067], [-0.401, 1.449, 3.434], [-1.540, 1.674, 4.273], [-1.026, 1.265, 5.626], [-2.013, 0.743, 6.392], [-0.101, 0.240, 5.314], [-2.370, 1.050, 3.934], [-1.850, 2.717, 4.241], [-0.519, 2.061, 6.176], [3.190, -4.936, 4.791], [2.226, -4.440, 5.269], [1.453, -3.517, 4.642], [0.327, -3.270, 5.483], [0.846, -3.676, 6.834], [-0.143, -4.180, 7.612], [1.755, -4.715, 6.521], [-0.513, -3.886, 5.155], [0.031, -2.224, 5.445], [1.368, -2.884, 7.374]], "nbo_charge": [-0.1603, -0.0671, -0.0646, -0.1400, -0.1970, -0.0781, -0.2581, 0.3560, -0.5158, -0.0756, -0.6602, 0.7043, -0.5114, -0.7277, 0.6989, -0.4940, 0.2606, 0.2319, 0.2438, 0.1994, 0.1930, 0.2276, 0.2244, 0.2130, 0.3911, -0.5435, 0.9637, -0.4894, -0.1306, 0.4438, -0.3243, -0.4877, 0.2077, 0.2074, 0.1540, -0.5500, 0.9618, -0.4834, -0.1378, 0.4444, -0.3258, -0.4900, 0.1993, 0.2250, 0.1560, -0.5450, 0.9625, -0.4873, -0.1368, 0.4444, -0.3208, -0.5026, 0.2182, 0.2130, 0.1588, -0.5593, 0.9653, -0.4780, -0.1346, 0.4443, -0.3252, -0.4874, 0.2039, 0.2168, 0.1550], "gap_ev": 8.5, "fmax_ha_per_bohr": 0.0502}


Entry 2:
{"formula": "C7H13Cl2F", "method": "ωB97M-V with the def2-TZVPD basis set", "elements": ["C", "C", "C", "C", "Cl", "H", "H", "H", "H", "H", "H", "H", "C", "C", "Cl", "C", "F", "H", "H", "H", "H", "H", "H"], "positions_angstrom": [[0.103, 2.974, -3.462], [0.381, 1.689, -3.274], [-0.019, 0.817, -2.115], [-0.855, -0.374, -2.574], [-0.915, 1.718, -0.843], [-0.465, 3.550, -2.736], [0.442, 3.489, -4.355], [0.958, 1.149, -4.025], [0.887, 0.455, -1.617], [-1.786, -0.028, -3.033], [-0.295, -0.951, -3.317], [-1.095, -1.028, -1.733], [-0.490, -0.292, 1.037], [0.648, -0.686, 1.962], [-0.004, -1.161, 3.570], [1.489, -1.814, 1.395], [0.689, -2.885, 1.055], [-1.144, -1.149, 0.860], [-1.079, 0.522, 1.467], [-0.083, 0.039, 0.075], [1.310, 0.166, 2.151], [2.238, -2.151, 2.119], [1.993, -1.456, 0.488]], "nbo_charge": [-0.3752, -0.2082, -0.2178, -0.6181, -0.0654, 0.2116, 0.2051, 0.2067, 0.2109, 0.2240, 0.2174, 0.2251, -0.6206, -0.2153, -0.0790, 0.0423, -0.3623, 0.2250, 0.2262, 0.2091, 0.2169, 0.1795, 0.1623], "gap_ev": 10.9, "fmax_ha_per_bohr": 0.0383}


Entry 3:
{"formula": "C56H49N5O2P3SiTc", "method": "ωB97M-V with the def2-TZVPD basis set", "elements": ["Tc", "C", "C", "C", "C", "C", "C", "P", "C", "C", "C", "C", "C", "C", "C", "C", "C", "C", "C", "C", "Si", "C", "C", "C", "C", "C", "C", "P", "C", "C", "C", "C", "C", "C", "C", "C", "C", "C", "C", "C", "C", "C", "C", "C", "C", "C", "P", "C", "C", "C", "C", "C", "C", "C", "C", "C", "C", "C", "C", "H", "H", "H", "H", "H", "H", "H", "H", "H", "H", "H", "H", "H", "H", "H", "H", "H", "H", "H", "H", "H", "H", "H", "H", "H", "H", "H", "H", "H", "H", "H", "H", "H", "H", "H", "H", "H", "H", "H", "H", "H", "H", "N", "N", "C", "N", "N", "N", "O", "O", "H", "H", "H", "H", "H", "C", "H", "H"], "positions_angstrom": [[-0.198, -0.368, -0.872], [-3.129, 3.982, -4.019], [-1.878, 3.730, -4.556], [-0.896, 3.123, -3.791], [-1.176, 2.759, -2.480], [-2.437, 3.010, -1.944], [-3.407, 3.626, -2.708], [-0.004, 1.963, -1.344], [1.625, 2.267, -2.111], [2.615, 3.066, -1.548], [3.877, 3.105, -2.118], [4.166, 2.356, -3.247], [3.178, 1.569, -3.822], [1.920, 1.518, -3.253], [-0.032, 3.096, 0.079], [0.019, 4.477, -0.076], [0.171, 5.284, 1.039], [0.284, 4.711, 2.298], [0.158, 3.339, 2.451], [-0.019, 2.513, 1.347], [-0.463, 0.637, 1.348], [-2.343, 0.834, 1.766], [-2.886, 1.568, 2.815], [-4.248, 1.561, 3.065], [-5.099, 0.782, 2.295], [-4.585, 0.068, 1.230], [-3.227, 0.143, 0.939], [-2.560, -0.749, -0.498], [-3.708, -0.380, -1.861], [-3.519, -1.042, -3.073], [-4.293, -0.722, -4.172], [-5.258, 0.266, -4.079], [-5.434, 0.944, -2.885], [-4.654, 0.639, -1.786], [-2.981, -2.434, 0.103], [-3.458, -3.474, -0.687], [-3.694, -4.721, -0.129], [-3.451, -4.947, 1.215], [-2.970, -3.918, 2.010], [-2.730, -2.674, 1.459], [0.417, -0.096, 2.888], [-0.180, -0.069, 4.143], [0.481, -0.503, 5.279], [1.797, -0.933, 5.185], [2.413, -0.975, 3.950], [1.709, -0.614, 2.797], [2.683, -0.749, 1.263], [3.521, -2.358, 1.219], [3.257, -3.416, 2.082], [3.850, -4.648, 1.863], [4.713, -4.834, 0.796], [4.998, -3.776, -0.053], [4.403, -2.547, 0.153], [3.929, 0.538, 1.554], [5.275, 0.304, 1.805], [6.110, 1.376, 2.072], [5.606, 2.665, 2.110], [4.256, 2.894, 1.884], [3.419, 1.834, 1.602], [-3.888, 4.458, -4.621], [-1.666, 4.016, -5.575], [0.081, 2.940, -4.214], [-2.629, 2.719, -0.918], [-4.377, 3.838, -2.288], [2.407, 3.655, -0.668], [4.642, 3.722, -1.672], [5.154, 2.385, -3.681], [3.395, 0.989, -4.708], [1.154, 0.879, -3.673], [-0.064, 4.916, -1.062], [0.220, 6.358, 0.931], [0.451, 5.339, 3.162], [0.220, 2.901, 3.436], [-2.234, 2.164, 3.434], [-4.648, 2.150, 3.874], [-6.154, 0.739, 2.517], [-5.229, -0.558, 0.627], [-2.760, -1.804, -3.166], [-4.135, -1.240, -5.105], [-5.867, 0.514, -4.934], [-6.176, 1.724, -2.807], [-4.791, 1.183, -0.864], [-3.671, -3.308, -1.734], [-4.081, -5.518, -0.747], [-3.653, -5.914, 1.649], [-2.794, -4.081, 3.062], [-2.382, -1.860, 2.085], [-1.189, 0.301, 4.225], [-0.018, -0.484, 6.237], [2.336, -1.232, 6.071], [3.451, -1.275, 3.875], [2.603, -3.276, 2.934], [3.637, -5.466, 2.532], [5.164, -5.799, 0.633], [5.670, -3.920, -0.885], [4.622, -1.722, -0.513], [5.670, -0.702, 1.783], [7.159, 1.204, 2.263], [6.265, 3.495, 2.314], [3.858, 3.895, 1.940], [2.365, 1.985, 1.413], [0.331, -2.998, 0.905], [0.317, -4.035, -0.050], [-0.064, -3.697, -1.336], [-0.436, -4.691, -2.190], [-0.075, -2.423, -1.657], [-0.189, -2.008, -2.911], [-0.234, -2.746, -3.920], [-0.272, -0.717, -2.994], [0.993, -3.246, 1.635], [-0.589, -2.863, 1.334], [-0.042, -4.938, 0.253], [-0.114, -5.628, -2.014], [-0.432, -4.380, -3.167], [1.961, -0.484, -0.361], [2.547, 0.342, -0.780], [2.244, -1.394, -0.904]], "mulliken_spin": [0.9774, -0.0007, 0.0009, -0.0028, -0.0107, -0.0054, 0.0008, -0.0553, 0.0113, 0.0051, -0.0006, 0.0012, 0.0000, 0.0035, 0.0096, -0.0010, 0.0001, -0.0005, 0.0002, -0.0005, -0.0381, -0.0044, -0.0024, -0.0010, 0.0001, 0.0013, -0.0149, -0.0825, -0.0054, 0.0116, -0.0023, 0.0030, -0.0018, 0.0147, 0.0149, 0.0001, -0.0002, 0.0011, -0.0003, -0.0086, 0.0294, 0.0037, 0.0006, 0.0005, 0.0006, -0.0204, -0.0082, -0.0066, 0.0006, 0.0007, 0.0002, 0.0005, -0.0023, 0.0033, -0.0019, 0.0001, -0.0002, 0.0006, -0.0027, -0.0001, 0.0000, -0.0001, 0.0010, -0.0001, -0.0002, 0.0001, 0.0002, 0.0001, -0.0018, 0.0003, -0.0001, 0.0000, 0.0000, -0.0003, 0.0000, 0.0000, 0.0000, -0.0003, -0.0001, 0.0003, -0.0001, 0.0015, 0.0007, 0.0000, 0.0001, 0.0001, 0.0008, 0.0011, 0.0001, 0.0000, -0.0003, -0.0002, -0.0001, 0.0000, 0.0000, 0.0023, -0.0003, 0.0000, 0.0000, 0.0000, 0.0101, 0.0201, -0.0036, 0.0091, -0.0001, -0.0031, 0.0627, 0.1055, -0.0651, 0.0005, -0.0076, 0.0002, 0.0001, -0.0002, 0.0132, 0.0002, 0.0373], "gap_ev": [5.8, 5.9], "charge": 1, "fmax_ha_per_bohr": 0.0583, "spin_multiplicity": 2, "s2": 0.780}


Entry 4:
{"formula": "C3H5N3", "method": "ωB97M-V with the def2-TZVPD basis set", "elements": ["C", "C", "N", "N", "N", "C", "H", "H", "H", "H", "H"], "positions_angstrom": [[-2.021, -0.596, 0.090], [-0.947, -0.934, -0.842], [-0.091, -1.179, -1.580], [2.848, -0.015, 0.723], [1.926, 0.728, 0.373], [0.920, 1.343, 0.166], [-1.618, 0.008, 0.909], [-2.794, -0.022, -0.429], [-2.468, -1.506, 0.497], [3.675, 0.557, 0.913], [0.554, 1.649, -0.804]], "nbo_charge": [-0.7270, 0.2888, -0.3359, -0.4562, -0.0088, -0.0975, 0.2635, 0.2530, 0.2556, 0.3386, 0.2259], "gap_ev": 10.0, "relative_energy_ev": 3.583, "fmax_ha_per_bohr": 0.0222}


Entry 5:
{"formula": "C4H8O2", "method": "ωB97M-V with the def2-TZVPD basis set", "elements": ["C", "C", "C", "C", "O", "O", "H", "H", "H", "H", "H", "H", "H", "H"], "positions_angstrom": [[-1.462, 0.502, 1.390], [-0.187, 0.634, 0.547], [-0.149, -0.285, -0.658], [1.277, -0.305, -1.183], [1.921, 0.593, -1.652], [1.736, -1.576, -1.143], [-2.311, 0.265, 0.773], [-1.598, 1.336, 2.060], [-1.506, -0.393, 2.011], [0.696, 0.345, 1.138], [0.050, 1.716, 0.346], [-0.393, -1.350, -0.590], [-0.672, 0.235, -1.482], [2.597, -1.717, -1.557]], "nbo_charge": [-0.6132, -0.3978, -0.5168, 0.8056, -0.5935, -0.7085, 0.2064, 0.2158, 0.2065, 0.1987, 0.2256, 0.2401, 0.2335, 0.4975], "gap_ev": 11.2, "relative_energy_ev": 0.510, "fmax_ha_per_bohr": 0.0463}


Entry 6:
{"formula": "C5H10O", "method": "ωB97M-V with the def2-TZVPD basis set", "elements": ["O", "C", "C", "C", "C", "C", "H", "H", "H", "H", "H", "H", "H", "H", "H", "H"], "positions_angstrom": [[1.657, 0.103, -0.104], [0.594, -0.984, -0.204], [-0.219, -0.802, -1.406], [0.034, 1.529, -0.063], [-0.820, 0.702, 0.838], [-0.193, -0.709, 1.064], [1.745, 0.434, -1.008], [1.184, -1.911, -0.186], [0.162, -1.205, -2.347], [-1.310, -0.878, -1.345], [-0.339, 1.906, -1.009], [0.765, 2.172, 0.422], [-0.956, 1.191, 1.812], [-1.791, 0.596, 0.350], [0.508, -0.702, 1.902], [-0.967, -1.453, 1.295]], "nbo_charge": [-0.6949, -0.0051, -0.4462, -0.2565, -0.4832, -0.4091, 0.4826, 0.2146, 0.1837, 0.1859, 0.1942, 0.1805, 0.2152, 0.2101, 0.2154, 0.2129], "gap_ev": [9.2, 6.9], "relative_energy_ev": 4.748, "fmax_ha_per_bohr": 0.0356}